(1)
{"formula": "C5H8N2", "method": "ωB97M-V/def2-TZVPD", "symbols": ["N", "C", "C", "N", "C", "C", "C", "H", "H", "H", "H", "H", "H", "H", "H"], "positions_angstrom": [[1.9706, -0.5856, -0.1243], [0.8895, 0.2339, 0.3836], [1.2764, 1.6356, 0.7173], [1.5836, 2.7311, 0.9212], [-0.1538, 0.5238, -0.6846], [-1.4976, 0.4390, -0.1185], [-1.4400, -1.0924, -0.4549], [2.7708, -0.5495, 0.5000], [2.2570, -0.2330, -1.0331], [0.5024, -0.2278, 1.3085], [-0.6384, -1.3056, -1.1844], [-1.6392, 0.5758, 0.9605], [-2.2826, 0.9466, -0.6816], [-2.3617, -1.4020, -0.9444], [-1.2371, -1.6900, 0.4347]], "atomic_forces_ev_per_a": [[0.19, 0.13, -0.01], [-0.11, 0.02, 0.02], [0.21, 0.79, 0.15], [-0.24, -0.89, -0.10], [-0.20, -0.06, 0.21], [-0.05, 0.18, 0.00], [-0.04, -0.25, 0.02], [-0.06, -0.06, -0.09], [-0.03, -0.03, 0.06], [0.00, 0.11, -0.15], [0.04, -0.07, 0.05], [0.10, 0.03, -0.12], [0.18, -0.12, 0.04], [0.07, 0.08, 0.03], [-0.07, 0.14, -0.10]], "mulliken_charge": [-0.603, 0.566, 0.044, -0.420, -0.754, -0.245, -0.910, 0.256, 0.303, 0.189, 0.325, 0.247, 0.329, 0.369, 0.305], "max_force_ev_per_a": 0.93, "orbital_gap_ev": 9.25, "e_above_lowest_ev": 4.163, "energy_ha": -304.6825}

***

(2)
{"formula": "C5H8N2", "method": "ωB97M-V/def2-TZVPD", "symbols": ["C", "C", "C", "C", "N", "C", "N", "H", "H", "H", "H", "H", "H", "H", "H"], "positions_angstrom": [[-2.4133, -0.6091, 0.1774], [-1.0318, -0.0799, 0.0630], [-0.6609, 1.2469, -0.2406], [0.7178, 1.2284, -0.2423], [1.0824, -0.0507, 0.0201], [2.4096, -0.5980, 0.0999], [0.0298, -0.8611, 0.2046], [-2.9755, -0.1953, -0.8407], [-3.0264, -0.0949, 0.9125], [-2.4092, -1.6911, 0.3739], [-1.4638, 1.9902, -0.4732], [1.4547, 1.9936, -0.4305], [3.1511, 0.1313, -0.1997], [2.4859, -1.4544, -0.5535], [2.6323, -0.9179, 1.1083]], "atomic_forces_ev_per_a": [[-1.42, 1.31, -2.51], [0.29, -0.07, 0.19], [-1.21, 0.25, -0.14], [-0.29, -0.08, -0.14], [0.00, 0.44, -0.09], [0.13, -0.07, 0.04], [-0.11, 0.15, 0.11], [1.20, -1.87, 2.24], [0.29, -0.04, 0.50], [-0.29, 0.44, -0.54], [1.47, -0.35, 0.30], [-0.04, -0.05, 0.02], [-0.03, 0.26, -0.09], [0.00, -0.24, -0.20], [0.01, -0.08, 0.31]], "mulliken_charge": [-0.986, 0.683, -0.660, -0.300, 0.680, -0.747, -0.961, 0.204, 0.267, 0.296, 0.304, 0.367, 0.292, 0.281, 0.278], "max_force_ev_per_a": 3.17, "orbital_gap_ev": 9.86, "e_above_lowest_ev": 0.951, "energy_ha": -304.8005}

***

(3)
{"formula": "C5H8N2", "method": "ωB97M-V/def2-TZVPD", "symbols": ["N", "C", "C", "N", "C", "C", "C", "H", "H", "H", "H", "H", "H", "H", "H"], "positions_angstrom": [[-0.3049, -0.3125, 2.8869], [-0.2730, 0.1745, 1.8378], [-0.2323, 0.8095, 0.4921], [-1.3809, 1.6638, 0.2244], [-0.1145, -0.2459, -0.6114], [0.6090, -1.5426, -0.3990], [1.1961, -0.4984, -1.3011], [0.6569, 1.4508, 0.4851], [-1.4338, 2.4205, 0.8991], [-2.2386, 1.1262, 0.3137], [-1.0017, -0.2809, -1.2388], [1.0794, -1.7053, 0.5676], [0.1801, -2.4343, -0.8459], [1.1913, -0.6676, -2.3739], [2.0667, 0.0422, -0.9366]], "atomic_forces_ev_per_a": [[0.01, 0.45, -0.94], [-0.03, -0.39, 0.82], [0.17, -0.04, -0.03], [-0.13, 0.02, 0.14], [-0.10, 0.03, -0.03], [0.00, -0.16, 0.11], [0.16, 0.07, -0.13], [-0.08, -0.12, 0.00], [0.02, -0.08, -0.06], [0.06, 0.07, -0.04], [0.12, 0.01, 0.11], [-0.08, 0.04, -0.16], [0.08, 0.14, 0.08], [-0.02, 0.03, 0.19], [-0.16, -0.07, -0.05]], "mulliken_charge": [-0.439, 0.134, 0.202, -0.665, -0.168, -0.586, -0.667, 0.271, 0.264, 0.277, 0.343, 0.261, 0.269, 0.274, 0.232], "max_force_ev_per_a": 1.04, "orbital_gap_ev": 11.30, "e_above_lowest_ev": 1.368, "energy_ha": -304.7852}

***

(4)
{"formula": "C5H8N2", "method": "ωB97M-V/def2-TZVPD", "symbols": ["C", "C", "C", "C", "N", "C", "N", "H", "H", "H", "H", "H", "H", "H", "H"], "positions_angstrom": [[-2.4119, -0.6707, 0.2558], [-1.2155, 0.1342, 0.3352], [-0.6687, 1.4481, 0.2952], [0.6340, 1.2823, -0.0966], [0.9102, -0.0414, -0.2590], [2.2104, -0.6718, -0.2350], [-0.1962, -0.7206, 0.1659], [-2.6942, -0.8249, -0.7880], [-3.2706, -0.3800, 0.8592], [-1.1970, 2.3833, 0.3980], [1.3953, 2.0195, -0.3217], [2.9321, 0.0024, -0.7010], [2.1733, -1.5973, -0.8121], [2.5302, -0.8968, 0.7875], [-0.9513, -1.6065, 0.0196]], "atomic_forces_ev_per_a": [[-0.37, 0.27, 0.04], [0.12, -0.05, -0.02], [-0.07, 0.05, 0.01], [0.06, 0.02, -0.04], [0.05, 0.13, -0.03], [0.11, -0.05, -0.05], [-0.18, -0.03, 0.05], [0.07, -0.06, 0.09], [0.06, -0.03, -0.05], [0.07, -0.12, -0.02], [-0.07, -0.10, 0.06], [-0.11, -0.08, 0.06], [0.00, 0.10, 0.06], [-0.06, 0.03, -0.10], [0.31, -0.09, -0.07]], "mulliken_charge": [-1.293, 0.629, -0.914, -0.045, 0.289, -0.778, -0.420, 0.228, 0.244, 0.356, 0.386, 0.314, 0.254, 0.315, 0.435], "max_force_ev_per_a": 0.46, "orbital_gap_ev": 7.80, "e_above_lowest_ev": 4.128, "energy_ha": -304.6838}

***

(5)
{"formula": "C5H8N2", "method": "ωB97M-V/def2-TZVPD", "symbols": ["H", "N", "C", "N", "C", "C", "C", "C", "H", "H", "H", "H", "H", "H", "H"], "positions_angstrom": [[2.4161, 0.0964, 0.9205], [2.1457, -0.6242, 0.1963], [0.9244, -0.3109, 0.0253], [-0.0072, -1.1407, -0.6264], [-1.2047, -0.2553, -0.5051], [-0.6722, 1.1859, -0.7843], [0.1754, 0.9174, 0.5373], [-1.1112, 0.1360, 0.9776], [-0.1726, -2.1556, -0.4399], [-2.0632, -0.6486, -0.9629], [-0.0767, 1.4348, -1.6115], [-1.4152, 1.9245, -0.5209], [0.8055, 1.6271, 1.0858], [-1.1575, -0.7434, 1.6688], [-1.9755, 0.7804, 1.3652]], "atomic_forces_ev_per_a": [[0.66, -0.86, -1.20], [-0.18, 1.24, 1.60], [0.97, -1.60, 0.48], [-0.98, 0.94, -0.83], [1.50, 0.76, 0.72], [0.18, -0.44, 1.94], [-0.91, -1.95, -1.18], [-2.55, 0.16, 2.04], [0.81, 1.60, 0.12], [-1.18, -0.36, -0.52], [0.45, 0.16, -1.49], [-0.30, 0.21, -0.41], [-0.60, -0.12, -0.11], [0.89, 0.67, -0.36], [1.23, -0.40, -0.83]], "mulliken_charge": [0.238, -0.792, 0.367, -0.413, -0.329, -0.641, -0.323, -0.610, 0.286, 0.478, 0.370, 0.302, 0.508, 0.296, 0.263], "max_force_ev_per_a": 3.27, "orbital_gap_ev": 9.73, "e_above_lowest_ev": 2.128, "energy_ha": -304.7573}

***

(6)
{"formula": "C5H8N2", "method": "ωB97M-V/def2-TZVPD", "symbols": ["C", "C", "N", "C", "C", "N", "C", "H", "H", "H", "H", "H", "H", "H", "H"], "positions_angstrom": [[2.3487, 0.4587, 0.1012], [0.9602, -0.0838, -0.0409], [0.2711, -0.6360, 0.8915], [-1.0191, -0.9294, 0.2744], [-2.0665, 0.1997, 0.5616], [-0.9171, -0.7181, -1.1612], [0.1766, -0.0726, -1.2968], [2.4875, 0.9284, 1.0775], [3.0828, -0.3494, 0.0077], [2.5629, 1.1929, -0.6823], [-1.3865, -1.9126, 0.5963], [-2.5951, 0.5127, -0.3512], [-2.8035, -0.1385, 1.2821], [-1.5145, 1.0634, 0.9379], [0.4125, 0.4844, -2.1978]], "atomic_forces_ev_per_a": [[0.03, 0.02, 0.05], [-0.04, -0.02, 0.26], [-0.12, 0.43, -0.35], [-0.42, 0.16, -0.11], [-0.13, 0.00, 0.42], [0.56, 0.09, -0.36], [-0.05, -0.18, -0.21], [-0.04, -0.10, -0.10], [-0.12, 0.09, 0.00], [-0.05, -0.11, 0.13], [0.12, 0.24, -0.37], [0.22, -0.37, 0.40], [-0.01, 0.15, 0.26], [-0.18, -0.07, 0.10], [0.24, -0.34, -0.11]], "mulliken_charge": [-1.063, 0.724, -0.637, 0.346, -1.164, -0.613, -0.213, 0.299, 0.250, 0.312, 0.435, 0.313, 0.303, 0.333, 0.376], "max_force_ev_per_a": 0.67, "orbital_gap_ev": 10.63, "e_above_lowest_ev": 0.973, "energy_ha": -304.7997}

***

(7)
{"formula": "C5H8N2", "method": "ωB97M-V/def2-TZVPD", "symbols": ["N", "C", "C", "N", "C", "C", "C", "H", "H", "H", "H", "H", "H", "H", "H"], "positions_angstrom": [[0.8035, 2.5531, 0.6547], [0.8654, 1.3990, 0.5956], [0.8522, -0.0818, 0.3929], [2.0790, -0.6472, -0.1197], [-0.3361, -0.2356, -0.5191], [-1.5287, 0.5194, -0.0532], [-1.5321, -1.0643, -0.2494], [0.6228, -0.5577, 1.3542], [2.8127, -0.5652, 0.5759], [2.3815, -0.1269, -0.9385], [-0.1375, -0.1026, -1.5800], [-1.5721, 0.8399, 0.9931], [-1.8245, 1.3751, -0.6821], [-1.9714, -1.6239, -1.0827], [-1.5148, -1.6814, 0.6583]], "atomic_forces_ev_per_a": [[0.23, -1.02, 0.03], [0.55, 1.07, 0.27], [-0.06, 0.10, 0.17], [0.18, 0.11, 0.01], [0.23, 0.21, -0.11], [-0.61, -0.72, -0.09], [-0.30, 0.47, 0.09], [0.03, 0.14, -0.09], [0.02, -0.05, -0.12], [0.01, -0.13, 0.06], [0.28, 0.10, 0.14], [0.27, -0.42, -0.29], [-0.63, -1.14, -0.09], [-0.03, 0.66, 0.20], [-0.17, 0.62, -0.16]], "mulliken_charge": [-0.473, 0.180, 0.235, -0.662, -0.077, -0.706, -0.677, 0.245, 0.267, 0.277, 0.314, 0.273, 0.327, 0.246, 0.232], "max_force_ev_per_a": 1.31, "orbital_gap_ev": 11.21, "e_above_lowest_ev": 1.938, "energy_ha": -304.7643}

***

(8)
{"formula": "C5H8N2", "method": "ωB97M-V/def2-TZVPD", "symbols": ["C", "C", "C", "C", "C", "N", "N", "H", "H", "H", "H", "H", "H", "H", "H"], "positions_angstrom": [[-2.2405, -0.8841, -0.0967], [-1.2703, 0.2478, -0.1252], [1.2202, 1.4076, 0.2241], [1.0682, -1.0643, 0.1032], [0.5324, 0.2204, -0.4651], [-3.1981, 0.0156, -0.1946], [-2.1680, 1.1409, -0.0986], [-2.4019, -1.8835, 0.2760], [1.0027, 1.7154, 1.2965], [1.2311, 2.1163, -0.5154], [2.2618, 1.0216, 0.4557], [0.2055, -1.6980, 0.3880], [1.6162, -1.0071, 1.0424], [1.7079, -1.6241, -0.7404], [0.4328, 0.2755, -1.5499]], "atomic_forces_ev_per_a": [[-2.92, 1.62, 0.58], [5.00, 0.23, -0.76], [1.60, -2.44, 1.88], [-0.01, -2.56, -1.94], [-4.05, 0.77, 2.94], [0.21, -2.48, 0.55], [1.00, 0.77, -0.58], [0.25, -0.42, -0.63], [-0.96, -0.24, -1.66], [0.34, 2.70, -0.92], [-0.65, 0.72, -0.96], [0.55, -0.24, -0.51], [0.32, 0.50, -0.30], [-1.28, 1.01, 2.15], [0.62, 0.07, 0.16]], "mulliken_charge": [-0.131, 0.260, -1.341, -1.083, 0.481, -0.328, -0.484, 0.343, 0.314, 0.366, 0.377, 0.262, 0.374, 0.218, 0.373], "max_force_ev_per_a": 5.07, "orbital_gap_ev": 8.58, "e_above_lowest_ev": 6.179, "energy_ha": -304.6084}